{
  "formula": "C14H31B3I2O6",
  "method": "wB97M-V/def2-TZVPD",
  "max_force_ev_per_a": 1.40,
  "homo_energy_ev": -9.09,
  "total_charge": 0,
  "symbols": ["C", "C", "C", "C", "C", "B", "O", "B", "O", "B", "C", "I", "C", "C", "I", "O", "H", "H", "H", "H", "H", "H", "H", "H", "H", "H", "H", "H", "H", "H", "H", "H", "H", "C", "O", "C", "C", "O", "C", "C", "O", "C", "H", "H", "H", "H", "H", "H", "H", "H", "H", "H", "H", "H", "H", "H"],
  "coordinates": [[-1.2555, 4.5636, 3.9599], [-2.5045, 3.7703, 3.5518], [-2.9061, 4.0661, 2.1069], [-2.4530, 2.2570, 3.8420], [-1.1049, 1.5485, 3.6153], [-0.7719, 1.2090, 2.1248], [-0.7977, -0.1029, 1.6384], [0.4991, -0.4141, 1.2798], [1.1206, 0.4720, 0.4090], [0.9411, 1.7832, 0.8029], [2.1255, 2.8212, 0.9024], [1.4285, 4.5039, -0.2801], [2.2712, 3.2266, 2.3552], [2.7644, 2.0622, 3.2243], [3.6740, 4.8653, 2.6369], [-0.3390, 2.1565, 1.1946], [-0.6008, 4.0403, 4.6478], [-1.5509, 5.4807, 4.4596], [-0.7236, 4.8843, 3.0681], [-3.3254, 4.1594, 4.1500], [-2.2369, 3.6024, 1.3921], [-3.9202, 3.7056, 1.9707], [-2.9089, 5.1435, 1.9697], [-2.7310, 2.1078, 4.8820], [-3.2285, 1.7856, 3.2434], [-0.2631, 2.0907, 4.0386], [-1.1448, 0.5980, 4.1411], [1.0570, -1.3406, 1.7639], [3.0462, 2.4496, 0.4740], [1.3309, 3.5882, 2.7416], [2.3402, 2.1729, 4.2152], [2.4622, 1.0885, 2.8363], [3.8404, 2.0743, 3.3129], [-0.0702, -1.4006, -1.8697], [-0.4581, -2.6022, -2.4975], [-1.2716, -2.4119, -3.6429], [-0.9526, -3.4181, -4.7267], [0.2751, -3.1991, -5.4024], [1.4875, -3.4525, -4.7110], [1.7859, -4.9144, -4.4617], [0.9616, -5.4523, -3.4411], [0.5561, -6.7800, -3.6837], [-0.9096, -0.9551, -1.3228], [0.7281, -1.6394, -1.1689], [0.3219, -0.6792, -2.5948], [-1.1459, -1.4008, -4.0451], [-2.3203, -2.5434, -3.3447], [-1.7177, -3.3078, -5.4991], [-1.0232, -4.4399, -4.3494], [1.5480, -2.8746, -3.7872], [2.2688, -3.0760, -5.3759], [2.8318, -5.0047, -4.1394], [1.6615, -5.4703, -5.3975], [0.1318, -6.8901, -4.6881], [-0.2152, -7.0282, -2.9564], [1.3916, -7.4793, -3.5648]],
  "forces_ev_per_angstrom": [[-0.37, 0.18, -0.14], [-0.02, -0.05, -0.01], [-0.02, 0.03, 0.60], [0.32, 0.58, 0.18], [-0.33, -0.48, -0.55], [-1.15, 0.15, -0.53], [0.68, -0.10, 1.11], [-0.76, -0.27, -0.89], [1.06, -0.13, 0.86], [-0.54, 0.46, -1.19], [-0.62, 0.37, -0.11], [0.19, -0.32, -0.07], [0.66, -0.16, 0.07], [-0.25, 0.23, -0.01], [-0.23, -0.09, 0.04], [0.88, 0.03, 1.09], [0.18, -0.12, 0.02], [-0.06, 0.18, 0.10], [0.43, -0.17, -0.06], [-0.17, -0.06, 0.21], [0.10, 0.02, -0.19], [-0.17, -0.09, -0.33], [0.01, 0.15, -0.27], [-0.03, -0.07, 0.18], [-0.13, -0.21, -0.04], [0.02, 0.30, 0.14], [0.02, -0.18, 0.11], [0.08, -0.19, -0.27], [0.21, 0.10, -0.12], [-0.24, 0.30, -0.05], [0.06, -0.05, 0.28], [-0.07, -0.07, -0.10], [0.26, -0.20, -0.03], [-0.13, -0.19, 0.03], [0.26, 0.08, -0.18], [-0.06, -0.13, 0.21], [-0.07, -0.08, -0.07], [0.00, 0.02, -0.06], [0.07, 0.11, -0.02], [0.07, -0.02, 0.24], [-0.24, 0.05, -0.19], [0.08, 0.03, 0.10], [0.04, 0.13, -0.02], [-0.02, -0.07, 0.01], [-0.04, 0.06, 0.03], [0.03, 0.01, 0.00], [-0.06, 0.10, -0.14], [0.02, 0.02, -0.02], [0.08, 0.04, 0.17], [-0.08, -0.14, 0.11], [-0.02, -0.01, -0.03], [0.06, 0.01, -0.16], [-0.04, -0.01, 0.00], [0.04, -0.02, -0.02], [0.04, 0.02, 0.05], [-0.02, -0.05, -0.07]]
}